{"formula": "CHClF3N", "method": "ωB97M-V/def2-TZVPD", "max_force_ha_per_bohr": 0.09356, "molar_mass_g_mol": 119.473, "orbital_gap_ev": 10.4736, "de_lowest_ev": 4.423, "elements": ["C", "N", "F", "F", "F", "Cl", "H"], "positions_angstrom": [[-0.5278, 0.1490, -0.0588], [0.7340, -0.2696, 0.4238], [-0.7842, -0.0231, -1.3571], [0.9291, -1.6411, 0.2446], [1.7356, 0.2784, -0.3558], [-1.8117, -0.3699, 0.9699], [-0.2750, 1.8764, 0.1335]]}